{
  "formula": "C3H8O",
  "method": "ωB97M-V with the def2-TZVPD basis set",
  "species": ["C", "C", "C", "O", "H", "H", "H", "H", "H", "H", "H", "H"],
  "coordinates": [[0.493, 1.516, -0.280], [-0.482, 0.400, 0.093], [0.291, -1.324, 0.077], [-0.698, -2.286, 0.006], [1.224, 1.741, 0.511], [-0.037, 2.455, -0.494], [1.055, 1.248, -1.180], [-1.001, 0.650, 1.045], [-1.215, 0.166, -0.654], [0.414, -0.620, 0.886], [0.797, -1.249, -0.875], [-0.842, -2.697, 0.864]],
  "de_lowest_kj_mol": 302.2,
  "total_energy_ha": -194.22084,
  "homo_ev": -8.14,
  "smiles": "CCCO"
}


{
  "formula": "C8H21BI2IrNOP2",
  "method": "ωB97M-V with the def2-TZVPD basis set",
  "species": ["I", "I", "Ir", "P", "C", "C", "H", "H", "H", "H", "H", "H", "C", "H", "H", "H", "P", "C", "C", "H", "H", "H", "C", "H", "H", "H", "H", "H", "H", "C", "O", "B", "C", "N", "H", "H", "H"],
  "coordinates": [[-2.991, 0.184, -0.979], [0.051, 0.153, -2.940], [-0.475, 0.176, -0.059], [-0.431, -2.129, -0.571], [-0.968, -3.054, 0.912], [-1.411, -2.854, -1.929], [-1.173, -3.924, -2.002], [1.311, -3.736, -1.050], [-1.169, -2.377, -2.886], [1.620, -2.165, -1.854], [-1.937, -2.664, 1.244], [-2.478, -2.735, -1.724], [1.290, -2.641, -0.924], [-1.093, -4.116, 0.665], [1.967, -2.349, -0.114], [-0.252, -2.959, 1.738], [-0.366, 2.477, -0.531], [-0.754, 3.441, 0.979], [1.369, 2.883, -0.942], [-1.256, 2.846, -2.787], [-1.186, 4.372, -1.863], [-2.479, 3.170, -1.537], [-1.420, 3.296, -1.799], [1.643, 2.401, -1.888], [1.499, 3.973, -1.031], [-0.644, 4.523, 0.800], [-0.085, 3.125, 1.788], [2.028, 2.481, -0.160], [-1.788, 3.223, 1.283], [-1.064, 0.326, 1.698], [-1.345, 0.359, 2.821], [2.552, -1.151, 3.018], [1.906, -0.510, 1.783], [1.383, -0.088, 0.818], [3.521, -1.793, 2.641], [1.749, -1.886, 3.570], [2.879, -0.278, 3.809]],
  "de_lowest_kj_mol": 165.8,
  "total_charge": 3,
  "total_energy_ha": -1853.42272,
  "multiplicity": 6,
  "homo_ev": [-17.40, -20.27],
  "s_squared": 8.776
}


{
  "formula": "C2H3MgNaO2",
  "method": "ωB97M-V with the def2-TZVPD basis set",
  "species": ["H", "O", "C", "C", "O", "Na", "Mg", "H", "H"],
  "coordinates": [[-2.197, -3.264, 0.425], [0.116, -2.978, 2.672], [1.202, -3.482, 2.351], [2.455, -3.100, 2.893], [3.531, -3.836, 2.725], [3.477, -5.943, 1.817], [5.352, -3.241, 3.333], [1.229, -4.295, 1.582], [2.528, -2.166, 3.465]],
  "de_lowest_kj_mol": 257.0,
  "total_charge": 1,
  "total_energy_ha": -590.46667,
  "multiplicity": 2,
  "homo_ev": -10.29,
  "s_squared": 0.750
}


{
  "formula": "CH6N4O",
  "method": "ωB97M-V with the def2-TZVPD basis set",
  "species": ["C", "N", "N", "N", "N", "O", "H", "H", "H", "H", "H", "H"],
  "coordinates": [[-16.459, -0.723, -0.543], [22.313, 0.218, -0.670], [-15.714, -0.613, 0.610], [22.779, 0.605, 0.361], [-15.820, 0.779, 0.527], [-16.582, 0.609, -0.645], [-18.980, -2.063, -1.690], [22.479, -0.701, -1.082], [-14.988, -1.053, 1.160], [23.371, -0.118, 0.909], [22.787, 1.547, 0.530], [-15.187, 1.514, 0.533]],
  "de_lowest_kj_mol": 472.2,
  "total_charge": 2,
  "total_energy_ha": -334.92893,
  "homo_ev": [-15.63, -17.57]
}


{
  "formula": "C28H50BaO11P",
  "method": "ωB97M-V with the def2-TZVPD basis set",
  "species": ["Ba", "C", "C", "O", "C", "C", "O", "C", "C", "O", "C", "C", "O", "C", "C", "O", "C", "C", "O", "H", "H", "H", "H", "H", "H", "H", "H", "H", "H", "H", "H", "H", "H", "H", "H", "H", "H", "H", "H", "H", "H", "H", "H", "C", "C", "C", "C", "O", "P", "O", "O", "O", "C", "C", "C", "C", "H", "H", "H", "H", "H", "H", "H", "H", "H", "H", "H", "H", "H", "H", "H", "H", "H", "H", "C", "C", "O", "C", "C", "C", "C", "C", "C", "H", "H", "H", "H", "H", "H", "H", "H"],
  "coordinates": [[-0.069, -0.096, -0.084], [-3.240, 0.993, -1.828], [-3.001, 2.142, -0.886], [-2.352, 1.667, 0.282], [-2.297, 2.652, 1.309], [-1.353, 2.180, 2.388], [-0.106, 1.913, 1.770], [1.037, 2.119, 2.585], [2.229, 1.560, 1.839], [2.155, 2.041, 0.506], [3.193, 1.591, -0.346], [2.774, 1.907, -1.762], [1.530, 1.255, -1.998], [1.136, 1.090, -3.356], [1.084, -0.390, -3.682], [0.268, -1.085, -2.744], [-1.007, -1.536, -3.186], [-2.019, -0.416, -3.315], [-1.995, 0.361, -2.123], [-3.693, 1.381, -2.745], [-3.918, 0.260, -1.380], [-3.967, 2.591, -0.629], [-2.380, 2.910, -1.364], [-3.295, 2.811, 1.732], [-1.938, 3.597, 0.889], [-1.723, 1.273, 2.880], [-1.259, 2.974, 3.135], [0.934, 1.595, 3.540], [1.161, 3.191, 2.770], [2.206, 0.462, 1.845], [3.154, 1.883, 2.330], [3.336, 0.510, -0.236], [4.138, 2.096, -0.116], [3.538, 1.545, -2.456], [2.654, 2.987, -1.895], [1.830, 1.596, -4.032], [0.151, 1.546, -3.474], [2.084, -0.821, -3.606], [0.721, -0.539, -4.704], [-1.341, -2.239, -2.421], [-0.922, -2.067, -4.139], [-3.007, -0.863, -3.462], [-1.809, 0.233, -4.173], [-4.674, -1.862, 3.657], [-3.852, -2.193, 2.423], [-4.347, -1.399, 1.220], [-3.878, -3.688, 2.143], [-2.509, -1.738, 2.755], [-1.160, -2.159, 2.011], [-1.387, -2.280, 0.521], [-0.138, -1.116, 2.382], [-0.773, -3.604, 2.550], [-0.204, -3.892, 3.868], [-0.905, -3.098, 4.959], [1.284, -3.579, 3.828], [-0.439, -5.382, 4.053], [-5.717, -2.139, 3.501], [-4.624, -0.794, 3.872], [-4.299, -2.406, 4.525], [-5.393, -1.635, 1.016], [-3.749, -1.640, 0.342], [-4.264, -0.328, 1.422], [-4.906, -3.997, 1.949], [-3.507, -4.250, 3.000], [-3.271, -3.939, 1.272], [-0.753, -2.026, 4.832], [-0.498, -3.395, 5.927], [-1.976, -3.301, 4.960], [1.450, -2.526, 3.601], [1.778, -4.191, 3.072], [1.736, -3.809, 4.794], [-1.506, -5.603, 4.066], [-0.003, -5.717, 4.995], [0.021, -5.941, 3.237], [1.495, -3.874, -0.279], [2.428, -2.824, 0.247], [2.201, -1.636, 0.044], [3.618, -3.228, 1.037], [3.958, -4.568, 1.208], [5.056, -4.917, 1.979], [5.816, -3.928, 2.586], [5.482, -2.589, 2.423], [4.389, -2.241, 1.651], [0.713, -3.404, -0.868], [1.027, -4.399, 0.557], [2.033, -4.606, -0.882], [3.366, -5.347, 0.747], [5.317, -5.959, 2.107], [6.671, -4.201, 3.191], [6.074, -1.821, 2.902], [4.112, -1.204, 1.521]],
  "de_lowest_kj_mol": 17.3,
  "total_charge": 1,
  "total_energy_ha": -2291.47664,
  "homo_ev": -11.79
}


{
  "formula": "C5H5Cl2P",
  "method": "ωB97M-V with the def2-TZVPD basis set",
  "species": ["C", "C", "C", "C", "C", "P", "Cl", "Cl", "H", "H", "H", "H", "H"],
  "coordinates": [[0.140, -0.274, 0.447], [-1.106, -0.710, 0.387], [-1.040, 1.633, -0.207], [0.142, 1.102, 0.129], [-1.990, 0.476, 0.004], [4.261, -1.138, -0.244], [3.055, 0.487, -0.130], [3.114, -2.619, -0.935], [1.106, -0.753, 0.636], [-1.427, -1.637, 0.612], [-1.267, 2.611, -0.496], [-2.285, 0.137, -1.001], [-2.703, 0.685, 0.799]],
  "de_lowest_kj_mol": 329.4,
  "total_energy_ha": -1455.11985,
  "homo_ev": [-8.34, -8.76]
}


> Number 1 is which compound?

C3H8O